Computed, not measured: a 2-piece molecular cluster, C6H13IN2OP overall, with ωB97M-V with the def2-TZVPD basis set.

## Properties
LUMO	-5.90	eV
HOMO	-11.125	eV
Kohn-Sham gap	0.19217	Eh
energy relative to the best compared isomer or geometry (same formula, charge and spin)	303.37	kJ/mol
M	287.06	g mol⁻¹
strongest force on any atom	6.8	eV/A
net charge	+1
energy	-28840.480	eV

```
24
Properties=species:S:1:pos:R:3:forces:R:3:nbo_charge:R:1
C 0.865 1.345 1.186 0.2032 -2.4779 1.7646 -0.20
C 2.342 1.532 0.976 0.6695 -0.1180 1.0187 -0.43
O -2.649 0.798 -0.481 -1.1313 2.5510 -2.9422 -1.01
P -3.971 -0.097 -0.292 2.2442 -0.2456 -1.5396 1.59
H 1.801 0.240 -1.411 0.8284 -0.0136 0.5860 0.21
H 3.775 0.033 0.394 0.3172 -0.1376 0.0622 0.23
N -3.648 -1.213 -1.424 -1.1600 0.5898 0.3780 -1.11
C -0.495 -0.609 0.581 -0.6237 -1.5712 -4.9163 0.04
H 0.613 1.056 2.302 0.4364 0.4836 -2.1599 0.20
H -1.855 -2.103 0.142 -2.3197 -2.8855 0.9204 0.17
H -2.381 1.320 -1.412 -0.9151 -2.2419 3.4568 0.59
C -1.193 -1.490 -0.284 5.8011 3.5968 -0.2199 -0.46
H 2.908 1.952 1.801 -0.3343 0.2527 0.3183 0.23
N 0.511 0.216 0.230 0.2254 1.0642 1.3571 -0.42
H 2.607 2.079 0.100 -0.2226 0.8120 -0.6156 0.21
H 0.349 2.179 0.905 -1.7070 2.2298 -0.4319 0.20
H 2.545 -0.459 1.532 -0.3373 -1.7267 1.9254 0.20
H -2.917 -1.177 -2.114 1.0753 0.6856 -0.1910 0.45
I -0.379 -1.758 -2.398 -1.2649 -0.0208 1.9247 0.07
H 1.671 -1.308 -0.526 0.2609 0.2755 -0.1994 0.22
H -4.055 -2.109 -1.578 -1.2936 -0.6212 0.4000 0.44
C 2.747 0.128 0.716 1.0366 0.8834 -3.5539 -0.39
C 1.758 -0.221 -0.408 -0.6868 -1.4922 0.4729 -0.22
H -0.950 -0.334 1.462 -1.1020 0.1276 2.1845 0.20
```
Positions in Å, forces in eV/Å.